[1]
Molecular formula: C23H39CeN2O3P3
Method: DFT, wB97M-V/def2-TZVPD

Element x y z (Å)
P 2.48 -0.22 -0.46
C 3.34 -0.51 1.22
H 4.43 -0.54 1.11
H 3.04 -1.46 1.66
H 3.11 0.28 1.94
C 3.29 -1.79 -1.18
H 3.31 -1.76 -2.27
H 2.74 -2.67 -0.86
H 4.32 -1.89 -0.85
C 3.75 1.10 -0.96
H 4.76 0.70 -0.94
H 3.71 1.94 -0.26
H 3.56 1.50 -1.95
P -0.82 3.01 -0.92
C -0.92 4.21 0.56
H -1.43 5.13 0.29
H 0.08 4.49 0.90
H -1.46 3.77 1.40
C 0.09 4.31 -1.97
H 0.01 4.11 -3.03
H 1.15 4.33 -1.69
H -0.32 5.31 -1.80
C -2.63 3.36 -1.41
H -2.78 4.42 -1.59
H -3.30 3.05 -0.61
H -2.92 2.82 -2.31
P -2.00 -1.45 -0.46
C -2.91 -1.83 1.18
H -3.48 -2.76 1.11
H -3.63 -1.04 1.42
H -2.22 -1.93 2.01
C -3.63 -1.49 -1.43
H -4.29 -2.28 -1.07
H -3.47 -1.68 -2.49
H -4.15 -0.54 -1.32
C -1.44 -3.26 -0.63
H -2.29 -3.93 -0.64
H -0.80 -3.54 0.21
H -0.86 -3.43 -1.54
Ce -0.12 0.46 -0.46
C 1.00 1.78 0.86
O 1.59 2.44 1.58
C -1.74 1.04 0.87
O -2.57 1.36 1.58
C -1.37 0.14 -3.81
C -0.70 -1.04 -3.78
C 0.62 -1.11 -3.60
C 1.31 0.04 -3.84
C 0.72 1.23 -3.86
C -0.63 1.23 -4.04
H -2.44 0.19 -3.95
H -1.25 -1.96 -3.90
H 1.10 -2.07 -3.58
H 2.37 -0.02 -4.01
H 1.31 2.11 -4.05
H -1.12 2.13 -4.36
N 0.42 -2.08 6.74
C 0.68 -2.69 5.55
O 1.05 -3.85 5.57
C 0.51 -2.00 4.23
C 0.09 -0.67 4.15
C -0.04 -0.06 2.90
N 0.21 -0.73 1.73
C 0.64 -2.02 1.80
C 0.79 -2.67 3.03
H 0.54 -2.59 7.62
H 0.10 -1.10 6.81
H -0.13 -0.06 5.01
H -0.36 0.97 2.91
H 0.89 -2.54 0.89
H 1.13 -3.70 3.04

total energy	-74355.6278	eV
charge	+4

Atomic partial charges in e from the Löwdin method, atoms 1 to 4: 0.85, -0.19, 0.08, 0.05

=====

[2]
Molecular formula: C8H20BN3O5P2
Method: DFT, wB97M-V/def2-TZVPD

Element x y z (Å)
H -0.66 1.33 -2.43
N -0.73 0.33 -2.61
C -1.11 -0.30 -1.58
C -1.41 0.39 -0.27
C -1.27 -1.78 -1.67
P 0.01 -2.77 -0.73
O -1.34 -3.77 -0.21
C 1.46 -1.75 -1.53
P 3.12 -2.43 -1.52
O 3.86 -2.06 -2.72
O 3.03 -4.04 -1.39
O 3.89 -1.91 -0.21
B 0.41 -2.21 1.14
N -0.63 -2.22 2.13
O 1.71 -1.84 1.49
H -1.69 1.42 -0.45
H -0.50 0.40 0.33
H -2.21 -0.08 0.30
H -2.22 -2.08 -1.24
H -1.21 -2.08 -2.71
H 0.55 -3.94 -1.30
H -1.01 -4.57 0.20
H 1.56 -0.74 -1.14
H 1.23 -1.65 -2.59
H 2.99 -4.34 -0.48
H 3.60 -2.32 0.61
H -0.21 -2.10 3.05
H -1.27 -1.45 1.98
H 1.85 -0.90 1.39
C -0.50 4.82 2.39
C -1.70 5.58 2.28
C -2.15 5.46 1.00
N -1.27 4.65 0.32
C -0.27 4.25 1.17
H 0.11 4.69 3.27
H -2.17 6.15 3.06
H -3.01 5.88 0.50
H -1.35 4.40 -0.64
H 0.53 3.61 0.82

total energy	-42585.0747	eV
charge	0

Atomic partial charges in e from the natural (NBO) method, atoms 1 to 4: 0.32, -0.61, 0.32, -0.69

=====

[3]
Molecular formula: C4H8O3
Method: DFT, wB97M-V/def2-TZVPD

Element x y z (Å)
O 0.56 -0.88 -2.89
C 0.64 -0.01 -2.07
C 0.22 -0.20 -0.63
C 1.32 0.14 0.37
C 0.93 -0.29 1.75
O 0.98 0.42 2.72
H 1.02 0.98 -2.36
H -0.67 0.40 -0.48
H -0.07 -1.25 -0.55
H 1.57 1.21 0.36
H 2.30 -0.29 0.10
H 0.55 -1.32 1.90
O -2.98 0.00 0.52
H -2.61 0.65 1.13
H -3.76 0.44 0.15

energy above the lowest of the compared OMol25 structures with the same formula, charge and spin	1.783	eV
charge	0

Atomic partial charges in e from the natural (NBO) method, atoms 1 to 4: -0.51, 0.45, -0.52, -0.52

=====

[4]
Molecular formula: C10H11N2OS
Method: DFT, wB97M-V/def2-TZVPD

Element x y z (Å)
C -3.26 1.03 0.10
C -2.90 -0.35 0.24
C -2.26 1.95 -0.14
C -1.58 -0.73 0.35
C -0.93 1.58 -0.02
C -0.56 0.17 0.23
C 1.24 1.38 0.27
C 2.95 -0.21 0.44
C 1.83 -0.87 0.49
C 1.40 -2.32 0.67
N 0.25 2.26 0.02
N 0.79 0.12 0.38
O 1.50 -0.69 -1.94
S 2.93 1.48 0.43
H -4.30 1.24 -0.06
H -3.78 -1.03 0.47
H -2.38 3.05 -0.05
H -1.48 -1.79 0.32
H 3.93 -0.47 0.29
H 0.31 -0.97 -1.99
H 0.89 -2.57 -0.32
H 0.82 -2.26 1.54
H 2.23 -2.95 0.86
H 0.41 3.30 0.12
H 1.95 -0.35 -2.69

energy above the lowest of the compared OMol25 structures with the same formula, charge and spin	1.569	eV
charge	+1

Atomic partial charges in e from the natural (NBO) method, atoms 1 to 4: -0.17, -0.18, -0.23, -0.24

=====

[5]
Molecular formula: C4H10ClFN2
Method: DFT, wB97M-V/def2-TZVPD

Element x y z (Å)
C 1.39 1.59 1.46
N 0.23 0.80 0.90
C 0.66 -0.32 0.05
C -0.34 -0.77 -1.00
N -0.84 0.36 -1.79
C -1.46 -1.55 -0.48
F -1.00 -2.66 0.16
Cl -2.56 -0.65 0.71
H 1.83 1.08 2.36
H 0.95 2.59 1.65
H 2.13 1.77 0.63
H -0.48 0.47 1.63
H 0.98 -1.16 0.65
H 1.51 0.14 -0.42
H 0.20 -1.63 -1.52
H -0.80 1.20 -1.16
H -0.23 0.54 -2.57
H -2.18 -1.81 -1.26

energy above the lowest of the compared OMol25 structures with the same formula, charge and spin	0.380	eV
charge	0

Atomic partial charges in e from the natural (NBO) method, atoms 1 to 4: -0.42, -0.67, -0.24, -0.14

=====

[6]
Molecular formula: C4H15NO2
Method: DFT, wB97M-V/def2-TZVPD

Element x y z (Å)
C -0.55 -2.28 0.35
C 0.01 -1.34 -0.68
N 0.71 -0.23 -0.06
C 1.36 0.68 -0.96
C 2.27 1.64 -0.21
H -1.09 -3.11 -0.12
H 0.21 -2.77 0.96
H -1.28 -1.79 1.01
H -0.78 -0.93 -1.30
H 0.69 -1.86 -1.37
H 1.35 -0.50 0.69
H 1.89 0.14 -1.76
H 0.60 1.26 -1.51
H 3.27 1.25 -0.02
H 1.79 1.85 0.75
H 2.35 2.60 -0.72
O -3.29 -0.27 0.87
H -2.53 0.29 1.10
H -4.01 0.03 1.45
O -1.24 1.71 0.78
H -1.23 2.50 0.22
H -0.51 1.11 0.52

energy above the lowest of the compared OMol25 structures with the same formula, charge and spin	0.553	eV
charge	0

Atomic partial charges in e from the natural (NBO) method, atoms 1 to 4: -0.62, -0.22, -0.65, -0.22

=====

[7]
Molecular formula: C12H26OS2
Method: DFT, wB97M-V/def2-TZVPD

Element x y z (Å)
C -1.16 -1.42 3.17
C 0.37 -1.19 3.24
C 1.15 -0.68 2.09
C 0.79 0.72 2.05
C 1.24 1.63 0.96
C 0.75 3.15 0.95
C -1.16 1.72 -1.76
C -0.15 1.26 -2.89
C -0.31 -0.17 -3.01
C -0.34 -1.04 -1.84
C -0.35 -2.50 -2.14
C -0.06 -3.21 -0.82
H -1.47 -2.10 2.35
H -1.94 -0.71 3.16
H -1.31 -2.01 4.12
H 0.63 -0.49 4.14
H 0.89 -2.17 3.57
H 0.99 -1.24 1.14
H 2.23 -0.71 2.31
H 1.22 1.10 2.91
H -0.27 1.05 2.04
H 1.10 1.26 -0.06
H 2.22 1.64 1.11
H -0.33 3.10 1.32
H 1.43 3.73 1.59
H -2.14 1.60 -2.25
H -0.92 1.40 -0.79
H -0.34 1.59 -3.96
H 0.99 1.43 -2.64
H 0.49 -0.62 -3.63
H -1.27 -0.24 -3.69
H -1.13 -0.75 -1.01
H 0.71 -1.01 -1.36
H 0.30 -2.62 -2.98
H -1.44 -2.63 -2.58
H 0.16 -4.38 -1.00
H 0.87 -2.72 -0.45
H -0.81 -2.94 -0.08
O -1.80 3.91 -0.71
S 1.02 3.81 -0.82
S -0.85 3.46 -1.73

total energy	-36579.4909	eV
charge	0

Atomic partial charges in e from the natural (NBO) method, atoms 1 to 4: -0.63, -0.38, -0.40, -0.40

=====

[8]
Molecular formula: C3H4NO
Method: DFT, wB97M-V/def2-TZVPD

Element x y z (Å)
C -0.95 -0.90 -0.05
C 0.42 0.86 -0.02
C 1.56 0.13 0.07
N -0.81 0.34 0.09
O 2.60 -0.34 -0.02
H -0.06 -1.58 -0.26
H -1.95 -1.35 -0.19
H 0.83 1.97 -0.09
H -1.63 0.87 0.47

spin multiplicity	3
energy above the lowest of the compared OMol25 structures with the same formula, charge and spin	0.000	eV
charge	+1

Atomic partial charges in e from the natural (NBO) method, atoms 1 to 4: -0.17, 0.00, 0.68, -0.52